The following is a quantum chemistry calculation of a single C4H6OS molecule at a distorted geometry, from the Open Molecules 2025 dataset.

Values from the calculation:
* HOMO level: -9.07 eV

Positions of all 12 atoms, in Å:
C1 0.6653 1.6213 -0.0852
C2 -0.0626 -0.6418 -1.6406
C3 0.6078 1.9485 1.3429
C4 -0.4608 -2.0301 -1.4186
O1 -1.2241 -0.1915 0.8619
S1 -0.6641 0.3795 -0.3617
H1 0.2456 2.9365 1.7344
H2 1.7300 2.0245 1.5430
H3 0.3466 1.1366 1.9695
H4 0.5571 -2.4485 -1.0962
H5 -0.7036 -2.4936 -2.3480
H6 -1.0374 -2.2415 -0.5014

Cartesian forces (eV/Å) of the 3 atoms listed first:
-1.8 -0.3 -1.0
-0.3 1.2 0.7
2.8 0.7 0.6

=====

The following is a quantum chemistry calculation of a single C8H11BrN2O molecule at a distorted geometry, from the Open Molecules 2025 dataset.

Values from the calculation:
* SMILES: O=C(NCCBr)C1=CC=CNC1
* HOMO level: -7.45 eV

Positions of all 23 atoms, in Å:
O1 -0.2177 -1.8828 0.9768
C1 -0.1526 -1.0310 0.1317
N1 -1.1821 -0.9115 -0.7882
C2 -2.3090 -1.7595 -0.6779
C3 -3.2548 -1.0603 0.2581
Br1 -4.0444 0.5255 -0.5816
C4 0.8697 -0.0387 0.2653
C5 2.1638 -0.4146 0.5982
C6 3.1741 0.5878 0.9145
C7 2.9294 1.7934 0.3453
N2 1.8737 2.1228 -0.3363
C8 0.5786 1.3952 -0.1993
H1 -1.0712 -0.2375 -1.5486
H2 -2.0128 -2.7937 -0.2470
H3 -2.6664 -1.7333 -1.7259
H4 -2.7699 -0.6727 1.1489
H5 -4.0916 -1.7045 0.5057
H6 2.3862 -1.4571 0.9058
H7 4.0730 0.3805 1.4241
H8 3.6841 2.5677 0.4745
H9 1.8306 2.8284 -1.0559
H10 0.0602 2.0890 0.4250
H11 0.1493 1.4069 -1.2133

Cartesian forces (eV/Å) of the 3 atoms listed first:
-0.2 -2.1 1.1
-1.6 0.4 -0.2
3.1 1.1 -0.2